The following is a DFT calculation (ωB97M-V/def2-TZVPD) of a molecular structure, C9H10Br2F5NO5SSn.

Last column: Löwdin charge in e.
Geometry (Å):
C1 0.8194 -0.4238 -3.3062  -0.08
C2 0.2309 0.9027 -2.8337  -0.22
N1 0.1103 0.9621 -1.3548  0.03
C3 -1.0967 0.4456 -0.8220  -0.41
S1 -2.4948 1.7214 -0.9618  0.74
O1 -3.1843 1.8295 0.2752  -0.20
O2 -1.9293 2.8538 -1.6154  -0.22
F1 -3.4191 0.9921 -1.9860  -0.09
O3 -1.5463 -0.7562 -1.4246  0.09
C4 -2.3628 -1.3914 -0.5018  -0.49
O4 -3.0577 -2.2940 -0.7368  0.27
O5 -2.2043 -0.7680 0.7212  0.16
C5 -0.9898 -0.0839 0.6177  -0.38
F2 -0.0235 -1.1177 0.5456  0.02
C6 -0.6255 0.8273 1.7704  -0.03
C7 0.1911 0.1800 2.9012  -0.11
C8 1.6485 -0.1393 2.5103  -0.79
F3 1.9454 0.3270 1.2630  -0.09
Br1 2.9551 0.6700 3.6722  0.96
C9 1.8959 -1.7176 2.5265  -0.67
F4 2.6839 -2.1711 3.4146  0.17
F5 0.8867 -2.4834 2.4392  0.21
Br2 2.8901 -2.1934 0.6123  0.62
H1 1.6596 -0.7017 -2.6583  0.05
H2 0.0841 -1.2280 -3.3087  0.08
H3 1.2082 -0.3031 -4.3208  0.08
H4 -0.7214 1.1012 -3.3340  0.12
H5 0.9063 1.7117 -3.1184  0.13
H6 0.1387 1.9416 -1.0858  0.12
H7 -0.1019 1.7091 1.3916  0.14
H8 -1.5537 1.1883 2.2239  0.15
H9 -0.3286 -0.7005 3.2810  0.14
H10 0.2258 0.8919 3.7270  0.12
Sn1 5.1596 -1.7824 -0.5238  1.35

Atomic forces in eV per Å
C 0.03 0.18 -0.12
C 0.23 -0.17 -0.15
N -0.33 -0.19 -0.17
C 0.23 -0.47 -0.09
S 0.28 0.48 0.03
O -0.03 -0.03 -0.22
O -0.23 -0.27 0.10
F 0.11 0.18 0.26
O -0.24 0.46 -0.03
C 0.24 0.42 -0.24
O -0.32 -0.45 -0.01
O 0.52 -0.25 0.28
C -0.22 -0.16 0.08
F 0.18 0.35 0.06
C -0.38 0.18 0.15
C -0.26 0.12 -0.02
C 0.31 0.17 -0.45
F -0.08 -0.02 0.17
Br -0.06 -0.10 0.10
C -0.88 0.85 1.56
F 0.77 -0.18 0.19
F -0.41 -0.34 -0.43
Br 0.75 -0.42 -1.29
H -0.06 -0.02 0.00
H 0.10 0.03 0.06
H -0.11 -0.08 0.06
H 0.02 -0.01 0.05
H -0.10 -0.01 0.10
H 0.15 -0.02 0.00
H -0.05 -0.12 -0.02
H 0.07 -0.02 -0.14
H 0.10 -0.01 -0.02
H 0.03 -0.07 -0.08
Sn -0.34 0.02 0.24

Calculated values
HOMO level, eV: -15.220
Lowest unoccupied orbital energy, eV: -11.3
Frontier orbital gap, eV: 3.94
Charge: +2